Entry 1:
Computed, not measured: a cluster of 2 separate species, C4H7NO2 in total, with wB97M-V/def2-TZVPD.

The geometry in XYZ format:
```
14
Properties=species:S:1:pos:R:3:forces:R:3
O -0.1636 -1.3865 -1.6292 -0.062 0.198 0.646
O 1.1176 1.6942 0.7351 -0.469 -0.051 -0.222
N -0.4941 -0.4532 1.4928 0.035 0.104 0.202
C -0.7321 0.2668 0.2328 -0.123 0.126 -0.011
C -0.1640 -0.9881 -0.5039 0.042 -0.218 -0.522
C 0.0950 1.5364 0.1100 0.306 0.068 0.170
C 0.2697 -1.5394 0.8408 0.121 -0.273 -0.019
H 0.0913 0.1023 2.1103 -0.080 -0.088 -0.030
H -1.7836 0.4766 -0.0012 0.137 -0.021 0.064
H 0.0198 1.0276 -2.5077 0.092 0.037 -0.134
H 1.3591 -1.4882 0.9724 -0.139 0.020 -0.021
H 0.7477 0.9330 -2.4039 -0.017 0.112 -0.120
H -0.0809 -2.5520 1.0652 0.058 0.128 -0.032
H -0.3030 2.3317 -0.5468 0.097 -0.143 0.030
```
Positions in Å, forces in eV/Å.

Computed properties:
* energy above the lowest of the compared OMol25 structures with the same formula, charge and spin: 75.8 kcal/mol
* strongest force on any atom: 0.68 eV/Å
* LUMO level: 0.0174 Ha
* SMILES: O=C[C@@H]1NCC1=O.[H][H]



Entry 2:
Computed, not measured: a structure of composition C6H7Br6Cl3O3 at a distorted geometry, with wB97M-V/def2-TZVPD.

The geometry in XYZ format:
```
25
Properties=species:S:1:pos:R:3:forces:R:3
Br -1.1393 -1.5522 -1.3812 -0.097 0.665 1.395
Br -2.8484 0.9216 -4.5571 1.028 0.932 1.050
Br 0.4319 -1.6984 1.4997 -0.602 0.424 -0.563
Br -0.8380 1.1692 0.5302 -0.047 -1.199 -0.188
Br 0.1075 2.1391 -3.6970 -1.939 0.035 0.475
Br -2.6489 3.5849 -2.7326 0.971 -1.108 -0.588
Cl -4.7165 -1.2251 4.7800 0.763 -0.476 0.084
Cl -3.1994 -2.8661 2.9132 -0.018 -0.180 0.033
Cl -2.0010 -0.5136 4.0431 -0.053 -0.424 0.493
O 3.9447 0.7521 -0.1105 1.998 1.051 1.068
O 2.1796 1.3129 -1.2037 -2.070 -0.409 -1.161
O 3.5539 2.9283 -0.5266 -0.444 -0.803 -0.147
C -1.7949 1.8528 -3.1680 -0.248 0.119 -0.601
C 3.2291 1.7768 -0.6192 2.572 1.536 1.475
C 2.2660 -0.0996 -1.2514 -2.028 -1.259 0.130
C -3.0905 -1.8870 4.3878 -0.724 0.599 -0.667
C -1.0006 -0.8123 0.4989 0.373 -0.092 -0.104
C 3.3481 -0.4967 -0.2545 -0.168 0.064 -1.241
H -2.7344 -2.5513 5.1752 0.022 0.528 0.013
H -1.8966 -1.0676 1.0648 -0.020 0.101 -0.482
H 2.3270 -0.3530 -2.3098 0.592 -0.457 0.172
H -1.8296 1.2708 -2.2470 0.249 -0.025 -0.189
H 4.0436 -1.2237 -0.6739 0.127 0.133 0.088
H 2.9778 -0.8624 0.7033 -0.121 0.136 -0.139
H 1.3291 -0.4995 -0.8637 -0.114 0.108 -0.405
```
Positions in Å, forces in eV/Å.

Computed properties:
* energy above the lowest of the compared OMol25 structures with the same formula, charge and spin: 0.0 kcal/mol
* spin multiplicity: 2
* strongest force on any atom: 3.34 eV/Å
* ⟨S²⟩: 0.757
* LUMO level (alpha / beta): -0.1962 / -0.3766 Ha
* charge: +1



Entry 3:
Computed, not measured: a cluster of 2 separate species, C22H21N2O9S2 in total at a distorted geometry, with wB97M-V/def2-TZVPD.

The geometry in XYZ format:
```
56
Properties=species:S:1:pos:R:3:forces:R:3
S -1.5345 -2.9591 0.5067 1.937 1.109 -2.142
S -0.4405 -2.3198 -2.1746 0.577 -0.290 3.424
O -2.8192 -2.4215 0.9009 0.272 -0.715 0.272
O -0.5693 2.2079 5.2361 0.072 -0.181 -1.139
O 1.6660 2.6509 1.3235 -1.071 -0.831 0.491
O 0.5633 -1.2810 0.1475 3.532 1.310 2.264
O 2.7523 4.2392 -3.5314 1.310 -0.263 -0.570
O 0.9517 -2.6261 -2.4449 0.051 0.420 -0.903
O -0.6556 -3.6112 1.4667 -0.696 -0.008 0.868
O -2.8069 1.1129 1.3852 1.287 0.407 0.911
O -1.2227 -1.4884 -3.0616 0.368 -0.378 -0.035
N 0.6287 2.1393 3.2778 -0.804 0.096 0.193
N -1.6814 1.5667 3.3184 0.805 0.339 -0.103
C -2.5222 -6.3526 -1.5512 0.286 0.200 0.150
C 1.7693 2.6122 4.0515 0.088 -0.078 0.254
C -1.7319 1.3525 1.9336 -0.691 -0.973 -0.644
C -1.2539 -3.9226 -2.0167 -0.337 -0.005 -0.291
C -2.9312 1.5251 4.0362 -0.283 0.069 0.092
C -2.0336 -6.0465 -2.8266 0.364 0.071 0.137
C -1.7563 -4.2189 -0.7631 -0.475 0.180 -0.135
C -2.3683 -5.4435 -0.5064 -0.114 0.201 -0.202
C 2.5147 2.1743 -2.2426 -0.108 0.813 -0.570
C 0.6363 3.6654 -2.6400 0.955 -0.039 -0.188
C 2.0000 3.3545 -2.8206 -0.290 -0.895 0.667
C 1.0400 -1.4810 1.5679 -0.293 -0.042 -2.159
C 4.1442 3.8754 -3.8180 -1.040 0.219 0.243
C 0.6881 2.1426 1.8690 0.584 0.811 -0.736
C -0.5267 -1.7712 -0.4133 -4.751 -2.554 -1.734
C -1.3619 -4.8457 -3.0604 -0.177 0.087 0.226
C -0.4131 1.0496 -0.1114 -0.538 1.313 0.285
C 0.3891 1.7513 -1.1406 1.660 -0.061 -0.739
C 1.7105 1.3749 -1.4457 -0.546 0.036 0.432
C -0.4595 1.4758 1.1859 0.156 0.251 -0.037
C -0.5477 1.9882 4.0295 0.031 -0.321 -0.227
C -0.1370 2.8862 -1.8131 -0.337 -1.183 1.203
H -2.1173 -6.7755 -3.6286 -0.024 0.094 0.114
H 2.5951 2.8642 3.3802 -0.365 -0.126 0.113
H -3.4601 0.6044 3.7914 0.017 0.108 0.076
H 4.2115 2.9140 -4.3615 -0.136 0.394 0.307
H 2.1495 0.4797 -0.9971 -0.319 0.277 -0.089
H -3.5453 2.3836 3.7523 -0.088 -0.131 0.040
H 1.8648 -0.7688 1.6071 -0.086 -0.014 0.110
H 0.2254 4.5407 -3.1236 0.013 0.037 -0.020
H 4.7367 3.8304 -2.8853 -0.286 -0.005 -0.401
H -0.9047 -4.6263 -4.0250 -0.231 -0.026 0.180
H -2.6683 1.5907 5.0835 -0.259 -0.104 0.161
H -2.7260 -5.6492 0.4991 0.020 -0.071 -0.173
H 1.4082 -2.5032 1.6627 -0.201 0.198 0.286
H -1.1430 0.3178 -0.4773 -0.164 0.194 0.304
H 4.5132 4.6813 -4.4624 -0.089 -0.219 0.238
H 0.2666 -1.2275 2.3042 0.067 -0.196 -0.310
H 1.4557 3.4855 4.6392 0.292 -0.259 -0.119
H -1.1821 3.1243 -1.6058 0.272 0.162 -0.203
H 2.0503 1.7966 4.7333 0.100 0.432 -0.074
H -2.9689 -7.3218 -1.3482 -0.043 0.139 -0.127
H 3.5578 1.9031 -2.3925 -0.273 -0.003 0.026
```
Positions in Å, forces in eV/Å.

Computed properties:
* energy above the lowest of the compared OMol25 structures with the same formula, charge and spin: 7.2 kcal/mol
* strongest force on any atom: 5.67 eV/Å
* LUMO level: 0.0890 Ha
* charge: -1



Entry 4:
Computed, not measured: the molecule C3H4N2O at a distorted geometry, with wB97M-V/def2-TZVPD.

The geometry in XYZ format:
```
10
Properties=species:S:1:pos:R:3:forces:R:3
O -0.0877 -1.0041 -0.0735 2.903 -0.232 0.655
N -1.5750 0.5018 0.0032 1.418 -1.054 1.004
N -1.3565 -0.7794 0.0922 -2.721 2.996 -1.271
C 2.0873 -0.0017 0.0318 -0.608 -1.867 1.102
C -0.3117 1.1756 -0.0384 -1.213 -3.749 -0.020
C 0.6145 0.1622 -0.0640 -0.934 1.316 0.224
H 2.2658 -0.7763 -0.7724 0.780 0.882 1.086
H 2.6238 0.9262 -0.0634 0.164 0.164 -0.429
H -0.3095 2.2165 0.0662 0.382 1.102 -0.153
H 2.3013 -0.4069 1.1135 -0.169 0.442 -2.198
```
Positions in Å, forces in eV/Å.

Computed properties:
* energy above the lowest of the compared OMol25 structures with the same formula, charge and spin: 64.9 kcal/mol
* strongest force on any atom: 4.24 eV/Å
* LUMO level: 0.0295 Ha
* SMILES: Cc1cnno1



Entry 5:
Computed, not measured: a cluster of 8 separate species, C52H85F11N6O16PS3 in total at a distorted geometry, with wB97M-V/def2-TZVPD.

The geometry in XYZ format:
```
174
Properties=species:S:1:pos:R:3:forces:R:3
S 5.2399 0.8242 -1.5857 0.301 -0.650 0.196
S -1.0579 1.0035 0.7439 -2.618 -2.189 3.833
S 5.7031 1.0068 -4.5035 -0.167 -0.384 0.781
P 3.6709 -1.1177 1.1295 1.439 -2.201 -1.045
F -1.6699 2.8442 -1.0655 -0.468 -0.527 -0.545
F -3.5682 2.5256 2.2672 0.527 -0.773 0.134
F 0.6770 -3.3082 2.6387 -0.662 0.162 0.161
F 0.1659 3.1312 -0.0002 0.461 -0.123 0.214
F -1.1233 3.9664 2.1682 0.305 -0.517 0.894
F -3.7724 4.6065 1.9599 -0.033 0.737 0.287
F 1.5258 -2.5276 4.8389 0.064 -0.260 0.604
F 2.7291 -3.8052 2.3340 0.331 -0.449 -0.303
F -1.7963 4.9000 0.4005 -0.121 0.470 -0.788
F 3.6127 -2.4056 4.1120 0.389 -0.214 0.404
F -4.0467 3.2823 0.3242 -0.053 -0.412 -1.053
O 6.9885 0.0125 2.6984 0.048 -0.334 0.047
O -3.4797 3.3738 10.6935 0.042 -0.063 -0.069
O -6.6864 -0.3152 6.2659 0.083 -0.214 0.174
O -6.1919 2.6355 -9.4236 -0.527 -0.111 -0.361
O -0.9592 1.1479 2.2032 1.053 0.823 -1.847
O 1.6305 0.5258 -6.6894 -0.297 0.130 0.138
O -7.4111 0.8668 -8.7505 0.042 0.097 0.026
O -0.3137 -0.1462 -7.5853 -0.089 0.106 0.062
O -3.6359 1.3545 -5.2036 0.078 -0.168 0.037
O 7.6231 -1.7552 3.9277 -0.041 0.185 -0.114
O -2.2506 0.2374 0.4257 1.493 0.765 -1.182
O -5.5713 -2.6597 10.4862 -0.061 0.022 0.034
O -3.4358 -0.8821 -5.3088 0.239 0.197 0.173
O -4.5442 -0.8874 6.6335 0.039 0.107 -0.192
O -6.5716 -2.6819 12.4978 0.055 -0.241 -0.132
O -3.9502 1.1906 10.9377 0.181 0.106 0.155
N -0.4813 -0.6887 -4.3187 0.075 -0.085 0.782
N 4.6261 -2.2774 0.6317 -0.647 0.799 0.436
N 6.0185 -1.3282 -3.3313 -0.669 0.557 1.330
N 0.3204 -0.6924 -0.9972 1.441 0.574 -0.233
N -2.0598 -0.0226 -2.5748 0.903 -0.027 1.135
N -0.8305 1.5749 -3.7434 0.458 0.180 0.560
C -5.3629 -1.6949 9.4375 0.014 0.021 -0.139
C -6.5003 -0.7004 9.5886 -0.145 0.178 0.027
C -4.4421 2.3606 -5.8667 -0.108 0.289 -0.201
C 7.9793 -1.4691 -1.7737 -0.383 0.581 -0.150
C -4.8187 1.7560 -7.2065 -0.051 -0.118 0.422
C -4.8980 0.2706 -6.8706 0.283 0.536 -0.154
C -9.2569 1.0672 -10.1929 -0.115 0.086 -0.160
C 1.9043 -2.7712 2.5183 0.655 0.550 0.080
C 7.0551 -0.5422 3.7610 -0.265 0.050 0.033
C -1.8212 3.7511 1.0744 -0.481 -0.345 -0.261
C -0.7694 0.2224 -3.1772 -0.927 0.425 -1.881
C -6.7429 -0.7120 11.0917 -0.115 -0.011 -0.502
C 1.4723 -1.6741 -1.1631 -0.092 -2.000 0.176
C 4.9052 -2.0789 -3.9281 -0.171 -0.038 -0.167
C 2.3402 -2.1760 -3.5106 -0.049 -0.701 -0.092
C -0.7331 -0.8080 -8.7929 -0.122 -0.120 -0.224
C 0.4950 0.0989 0.2662 0.144 -0.338 0.701
C 6.6546 2.1164 0.5193 -0.676 -0.667 -0.130
C -3.3292 3.4903 1.3993 -0.235 0.705 0.871
C -4.3466 2.2702 8.8062 0.393 0.431 -0.267
C -3.9100 0.1341 -5.7359 -0.380 -0.423 -0.150
C -3.7019 3.5786 8.3633 -0.065 -0.050 -0.244
C -6.3245 -2.1146 11.4747 0.036 0.203 0.417
C -8.1199 1.9343 -10.7223 -0.483 -0.140 0.271
C 7.4497 -2.1988 5.2879 0.011 -0.183 0.300
C -3.6518 4.3626 9.6644 0.018 0.208 -0.096
C 3.7528 -2.3051 -2.9141 0.102 -0.294 -0.348
C 0.4016 0.2717 -2.1625 -0.667 0.630 -0.925
C 5.7102 0.0406 -3.1656 0.717 0.771 -1.683
C 5.2585 1.9885 1.1836 0.771 0.781 0.286
C 7.2148 -0.9310 6.0900 -0.079 0.123 0.161
C -7.1268 1.8989 -9.5832 0.206 0.315 -0.643
C 1.5430 -2.6440 0.0472 -0.210 1.500 -0.144
C -3.9072 2.1679 10.2509 -0.332 -0.304 0.052
C -4.9564 0.5001 4.7728 0.352 -0.365 -0.139
C 1.5969 -0.4046 -8.9327 -0.430 0.147 -0.362
C 1.0268 0.0639 -7.6135 0.505 -0.135 0.165
C 0.3521 -0.4979 -9.8104 0.138 -0.026 -0.162
C 8.2980 -2.7226 0.4069 -0.323 0.394 -0.674
C 1.9298 -1.8189 1.2875 -0.720 -0.129 0.634
C 6.4995 -0.0435 5.0781 0.396 -0.111 0.331
C -5.5382 -0.2660 5.9427 -0.344 0.369 -0.038
C 8.1836 -1.3289 -0.2596 0.648 -0.633 0.060
C -1.1130 2.7286 0.1156 0.433 0.919 -0.089
C -3.5759 -0.1217 4.6354 0.163 0.164 -0.282
C 1.2937 -2.5564 -2.4347 0.759 0.570 -0.157
C 6.5574 -1.9788 -2.1398 0.855 -0.203 1.287
C -3.2697 -0.5490 6.0600 0.196 -0.043 -0.057
C -8.5233 0.1104 -9.2703 -0.258 -0.199 -0.043
C 0.8207 -0.7539 1.5217 0.378 0.233 -0.061
C 6.6427 1.8578 -1.0287 0.839 0.877 0.532
C 2.3321 -2.0902 3.8727 -0.678 0.435 -0.928
H -7.3869 -1.0705 9.0712 0.064 0.020 -0.073
H 7.3379 1.4197 1.0073 -0.212 -0.008 -0.139
H -4.3831 -1.2322 9.5793 -0.040 0.017 0.069
H 0.4429 1.3038 -1.7958 -0.241 -0.367 0.230
H -7.7875 -0.5383 11.3368 0.075 -0.012 0.275
H 8.1260 -0.4752 -2.2263 -0.017 -0.322 -0.091
H 5.3927 -2.4281 1.2795 0.099 -0.166 -0.136
H 2.3708 -1.0557 -1.2283 -0.302 -0.101 -0.098
H 3.6084 -0.1280 0.1053 -0.553 0.206 0.769
H -5.3146 2.5672 -5.2434 0.043 -0.074 0.042
H -5.4361 2.3185 8.7720 0.005 -0.092 -0.005
H 1.3131 0.8208 0.1570 -0.316 -0.099 -0.502
H 1.5337 -3.5896 -2.1527 -0.191 0.245 0.079
H -3.9870 1.4186 8.2346 -0.242 -0.186 0.136
H -0.0966 -1.2036 1.9211 0.262 -0.078 -0.101
H 9.2215 -3.2051 0.0571 -0.112 0.128 0.331
H -0.8907 -0.2091 -5.1113 0.154 -0.269 -0.290
H 2.2125 -3.4810 -0.1520 0.138 0.323 0.034
H -2.3451 -0.9871 -2.6280 -0.293 0.060 -0.293
H 8.2758 -2.6351 1.4942 0.072 -0.223 -0.089
H -4.2423 4.0941 7.5704 -0.016 0.051 0.074
H 8.7229 -2.1406 -2.2203 0.027 0.225 0.132
H -9.8277 0.5616 -10.9691 0.047 -0.056 0.032
H 0.1582 0.4703 -10.2753 -0.021 -0.030 0.006
H 2.1305 -1.2216 -4.0055 0.116 -0.086 0.202
H -2.8346 0.5567 4.2145 0.058 -0.050 0.071
H 3.9396 -1.6426 -2.0570 -0.161 -0.153 -0.216
H 5.4186 -0.2022 5.0871 0.000 0.072 -0.054
H 7.0604 3.1137 0.7330 -0.187 -0.113 -0.355
H -1.7072 -0.4267 -9.0942 -0.011 0.052 0.200
H -4.6074 -0.3562 -7.7095 -0.127 -0.238 0.148
H 7.4820 -3.3677 0.0467 0.046 0.125 0.386
H -1.6536 1.6637 -4.3333 0.032 -0.140 0.033
H -9.9485 1.6824 -9.6148 0.003 -0.039 -0.001
H 4.5639 -1.5076 -4.7995 0.071 -0.280 0.126
H -3.8611 3.2744 -5.9724 0.124 -0.090 0.186
H 1.1960 -0.0454 2.2712 -0.428 -0.019 -0.151
H 0.4225 -1.2412 -10.6023 -0.045 -0.029 0.054
H 4.9110 0.9572 1.2263 0.254 0.398 -0.234
H 4.5374 2.6483 0.6815 -0.032 -0.297 0.051
H -3.6316 -1.0011 3.9905 0.023 0.009 0.023
H -4.9030 1.5591 5.0329 -0.122 0.002 -0.015
H -2.8202 5.0632 9.6962 0.010 -0.060 0.197
H -5.5589 0.3599 3.8797 -0.205 0.193 0.123
H 8.3394 -2.7356 5.6079 0.032 -0.023 -0.222
H -0.8201 -1.8778 -8.5897 0.021 0.024 0.032
H -5.7347 2.1651 -7.6227 0.452 -0.076 0.410
H -4.0190 1.9270 -7.9287 -0.062 0.070 -0.018
H -4.5786 4.9072 9.8579 -0.001 -0.038 0.004
H 6.6292 -3.0676 -2.2674 -0.296 0.266 -0.461
H -0.0186 1.7284 -4.3358 0.010 0.014 -0.005
H 5.3437 2.3294 2.2252 -0.088 -0.098 -0.221
H -8.4392 2.9529 -10.9240 0.258 0.040 -0.135
H -2.8257 0.2574 6.6501 -0.010 -0.002 -0.009
H 6.7280 1.0095 5.2201 -0.210 0.059 -0.183
H 8.1712 -0.4805 6.3603 -0.014 -0.028 -0.002
H 2.2555 -2.9448 -4.2956 -0.013 0.321 0.029
H 5.9340 -1.8418 -1.2366 -0.038 0.026 -0.498
H -5.3799 -2.1952 8.4751 0.014 -0.209 0.135
H -6.2680 0.2837 9.1901 0.058 -0.056 -0.043
H 7.3970 -0.7144 0.1945 -0.040 -0.288 -0.131
H -0.5352 -1.2587 -0.9858 -0.378 0.596 0.003
H 5.3023 -3.0518 -4.2423 -0.081 0.292 -0.166
H 2.0689 -1.3775 -8.7857 0.089 0.057 0.042
H -8.1311 -0.7606 -9.7998 0.043 0.040 0.005
H 6.6353 2.8446 -1.5066 -0.338 -0.400 -0.309
H 0.2642 -2.5810 -2.8099 0.185 0.277 0.040
H 6.5958 -2.8792 5.3237 0.003 0.036 -0.054
H -1.0450 -1.5294 -4.2288 0.066 -0.054 -0.071
H 2.2760 -0.9977 3.8432 -0.137 -0.031 -0.019
H 1.3219 0.1392 -2.7412 -0.102 -0.352 0.474
H 0.5228 -3.0364 0.1855 0.263 -0.151 0.129
H -2.7710 0.6036 -2.9151 -0.127 -0.134 -0.092
H 9.1305 -0.8031 -0.0555 -0.246 -0.003 -0.158
H 2.3186 0.3104 -9.3171 0.187 -0.104 0.193
H 3.8424 -3.3348 -2.5313 0.008 0.328 0.172
H 6.6539 -1.1006 7.0071 -0.005 -0.066 -0.044
H -5.8879 -0.0137 -6.5106 0.020 -0.112 -0.031
H -6.1043 0.0031 11.6116 -0.022 -0.060 0.085
H -7.6526 1.5013 -11.6083 0.058 0.105 -0.012
H 7.5971 1.3893 -1.2900 -0.363 -0.098 -0.148
H 4.1183 -0.5707 2.3583 -0.792 0.385 -0.193
H -9.1440 -0.2308 -8.4449 0.184 0.031 0.117
H -2.6868 3.3866 8.0081 -0.010 0.034 0.022
H -2.6124 -1.4151 6.1013 -0.125 -0.057 0.182
```
Positions in Å, forces in eV/Å.

Computed properties:
* strongest force on any atom: 5.13 eV/Å
* LUMO level: -0.0867 Ha
* charge: +1



| no. | energy (eV) |
| --- | --- |
| 1 | -9843.9914 |
| 2 | -470288.5977 |
| 3 | -66230.8385 |
| 4 | -8201.0732 |
| 5 | -168682.6682 |